(1)
2 unconnected molecules or ions with the total composition CH7N2O. Source: the OMol25 dataset; level of theory: the ωB97M-V functional and the def2-TZVPD basis.

Values from the calculation:
HOMO level, eV: -2.68
Energy relative to the best compared isomer or geometry (same formula, charge and spin), kcal per mole: 14.68
M, g/mol: 63.080
Charge: -1

Element x y z (Å)
O 0.40 0.31 -2.04
H 1.21 0.84 -2.21
N -1.35 -0.01 0.43
C -0.20 -0.56 1.07
N 1.07 0.05 0.71
H -1.34 -0.02 -0.58
H -1.67 0.81 0.91
H -0.04 -1.64 0.87
H -0.39 -0.69 2.15
H 1.11 1.02 1.00
H 1.14 -0.09 -0.32

***

(2)
2 unconnected molecules or ions with the total composition CH7N2O. Source: the OMol25 dataset; level of theory: the ωB97M-V functional and the def2-TZVPD basis.

Values from the calculation:
HOMO level, eV: -2.37
Energy relative to the best compared isomer or geometry (same formula, charge and spin), kcal per mole: 7.38
M, g/mol: 63.080
Charge: -1

Element x y z (Å)
N 0.46 -1.74 1.92
H -0.18 -1.07 2.30
H 0.32 -2.62 2.38
H 0.40 -1.64 0.92
N -0.28 1.79 -0.58
C -0.15 0.67 -1.54
O 0.34 -0.49 -1.08
H 0.61 1.89 -0.11
H -0.90 1.53 0.18
H 0.54 1.05 -2.32
H -1.15 0.63 -2.06

***

(3)
A single CH7N2O2P molecule. Source: the OMol25 dataset; level of theory: the ωB97M-V functional and the def2-TZVPD basis.

Values from the calculation:
HOMO level, eV: -8.39
SMILES: CN(N)P(O)O
Energy relative to the best compared isomer or geometry (same formula, charge and spin), kcal per mole: 54.02
M, g/mol: 110.053

Element x y z (Å)
C 0.80 0.89 -0.13
N 0.43 -1.53 -0.06
N -0.09 -0.20 0.23
O -2.31 -1.16 0.33
O -2.22 1.35 0.32
P -1.60 0.02 -0.54
H 0.30 1.78 0.10
H 1.63 0.72 0.46
H 1.19 0.88 -1.30
H 0.96 -1.78 0.82
H 1.10 -1.22 -0.80
H -3.21 -0.88 0.66
H -2.31 2.24 0.01

***

(4)
2 unconnected molecules or ions with the total composition CH7N2O3. Source: the OMol25 dataset; level of theory: the ωB97M-V functional and the def2-TZVPD basis.

Values from the calculation:
HOMO level, eV: -15.70
Energy relative to the best compared isomer or geometry (same formula, charge and spin), kcal per mole: 0.00
M, g/mol: 95.078
Charge: +1

Element x y z (Å)
C 0.94 -0.03 0.00
N 0.33 0.72 -0.94
N 2.11 0.08 0.61
O 0.45 -1.29 0.10
O -2.14 -0.42 -0.29
O -1.59 0.25 0.82
H -0.61 0.51 -1.25
H 0.70 1.58 -1.26
H -2.07 1.11 0.78
H 2.90 0.65 0.46
H 2.35 -0.88 0.93
H -0.57 -1.26 -0.03
H -2.81 -1.00 0.08

***

(5)
3 unconnected molecules or ions with the total composition CH7N2OPS. Source: the OMol25 dataset; level of theory: the ωB97M-V functional and the def2-TZVPD basis.

Values from the calculation:
HOMO level, eV: -8.62
SMILES: NP=S.C=O.N
Energy relative to the best compared isomer or geometry (same formula, charge and spin), kcal per mole: 43.10
M, g/mol: 126.121

Element x y z (Å)
C -0.07 -3.37 -0.17
N 1.19 2.98 -0.13
N -0.28 0.13 0.31
O 0.76 -2.68 0.30
P -1.91 -0.42 0.50
S -2.99 0.97 -0.27
H -1.15 -3.05 -0.18
H 2.01 3.03 -0.79
H 0.14 -4.40 -0.23
H 1.57 2.77 0.85
H 0.57 3.80 -0.14
H 0.35 -0.67 0.36
H -0.20 0.90 -0.41

***

(6)
2 unconnected molecules or ions with the total composition CH7N2PS. Source: the OMol25 dataset; level of theory: the ωB97M-V functional and the def2-TZVPD basis.

Values from the calculation:
HOMO level (spin up / spin down), eV: -8.05 / -8.21
Energy relative to the best compared isomer or geometry (same formula, charge and spin), kcal per mole: 81.76
M, g/mol: 110.122

Element x y z (Å)
C 1.60 0.89 -0.60
N -0.27 0.27 0.74
N 0.78 -0.10 0.08
P 1.23 -1.68 -0.06
S -3.20 -0.39 -0.21
H 1.82 1.72 0.08
H 2.53 0.43 -0.93
H 1.07 1.28 -1.47
H -0.37 1.29 0.74
H -1.94 -0.20 0.26
H 0.17 -2.13 0.74
H -3.42 -1.38 0.64

***

(7)
A gas-phase ion, CH7N2S3 (charge +1). Source: the OMol25 dataset; level of theory: the ωB97M-V functional and the def2-TZVPD basis.

Values from the calculation:
HOMO level, eV: -13.49
SMILES: NSS[C@@H]([NH3+])S
Energy relative to the best compared isomer or geometry (same formula, charge and spin), kcal per mole: 0.00
M, g/mol: 143.282
Charge: +1

Element x y z (Å)
C 0.89 -0.25 -0.92
N -1.69 -0.69 1.56
N -0.11 1.17 -1.04
S 1.86 -0.08 0.61
S -0.32 -1.60 -0.79
S -0.51 -1.92 1.19
H 1.52 -0.28 -1.83
H -2.47 -1.18 2.09
H -1.45 -0.07 2.31
H -0.54 1.22 -1.94
H 0.54 1.96 -1.10
H -0.71 1.23 -0.22
H 2.98 0.48 0.08

***

(8)
A molecular structure, CH7N3O. Source: the OMol25 dataset; level of theory: the ωB97M-V functional and the def2-TZVPD basis.

Values from the calculation:
HOMO level, eV: -8.75
Energy relative to the best compared isomer or geometry (same formula, charge and spin), kcal per mole: 77.01
M, g/mol: 77.087

Element x y z (Å)
C 0.24 0.28 0.45
N 0.20 -1.00 -0.12
N -0.36 -1.15 -1.40
N -1.03 0.86 0.54
O 0.95 0.39 1.62
H 1.73 -0.22 1.40
H 1.13 -1.42 -0.11
H 1.09 1.05 -0.30
H -0.06 -0.39 -2.02
H -1.37 -1.14 -1.32
H -1.22 1.25 1.45
H -1.30 1.49 -0.20

***

(9)
2 unconnected molecules or ions with the total composition CH7N3O. Source: the OMol25 dataset; level of theory: the ωB97M-V functional and the def2-TZVPD basis.

Values from the calculation:
HOMO level, eV: -9.20
SMILES: N=C(N)N.O
Energy relative to the best compared isomer or geometry (same formula, charge and spin), kcal per mole: 18.89
M, g/mol: 77.087

Element x y z (Å)
N 1.63 0.17 -1.31
C 0.65 0.03 -0.35
N -0.03 -1.16 -0.36
N 0.33 1.01 0.44
H 1.94 1.13 -1.41
H 1.62 -0.29 -2.19
H -0.37 -1.51 -1.23
H -0.83 -1.08 0.26
H 1.12 1.65 0.52
H -1.34 0.26 1.55
H -2.49 -0.07 2.50
O -2.22 -0.15 1.59

***

(10)
2 unconnected molecules or ions with the total composition CH7N3O. Source: the OMol25 dataset; level of theory: the ωB97M-V functional and the def2-TZVPD basis.

Values from the calculation:
HOMO level (spin up / spin down), eV: -8.52 / -9.84
Multiplicity: 3
Energy relative to the best compared isomer or geometry (same formula, charge and spin), kcal per mole: 0.00
M, g/mol: 77.087

Element x y z (Å)
C -0.58 1.59 0.96
N -1.08 2.03 -0.30
N 0.64 0.79 0.88
N 2.31 -2.51 -1.01
O 1.13 0.44 -0.19
H -1.36 1.15 1.70
H -0.29 2.51 1.47
H -1.85 1.45 -0.59
H -0.42 1.60 -1.00
H 1.99 -1.75 -1.47
H 2.35 -2.44 -0.04
H 3.28 -2.62 -1.26

***

(11)
A molecular structure, CH7N4. Source: the OMol25 dataset; level of theory: the ωB97M-V functional and the def2-TZVPD basis.

Values from the calculation:
HOMO level, eV: -14.48
Energy relative to the best compared isomer or geometry (same formula, charge and spin), kcal per mole: 50.67
M, g/mol: 75.095
Charge: +1

Element x y z (Å)
C 1.13 0.28 0.02
N 0.03 -0.40 -0.23
N 2.33 -0.30 -0.10
N -2.36 -0.33 -0.02
N -1.14 0.41 -0.04
H 1.02 1.43 0.21
H 3.17 0.21 0.11
H 2.29 -1.35 -0.24
H -2.28 -1.00 1.17
H -2.21 -1.01 -0.78
H -0.97 0.99 0.79
H -1.00 1.06 -0.89

***

(12)
A gas-phase ion, CH7N4OP (charge +2). Source: the OMol25 dataset; level of theory: the ωB97M-V functional and the def2-TZVPD basis.

Values from the calculation:
HOMO level (spin up / spin down), eV: -18.22 / -19.51
Multiplicity: 3
M, g/mol: 122.068
Charge: +2

Element x y z (Å)
C -0.82 -1.00 -0.30
N -1.33 0.21 0.26
N 0.57 -1.29 -0.01
N -2.47 0.67 0.32
N 2.24 1.48 0.01
O 3.02 -0.88 0.24
P 1.73 -0.14 0.11
H -1.43 -1.75 0.34
H -1.17 -1.49 -1.20
H 2.93 -1.87 0.36
H -3.37 0.24 -0.05
H -2.66 1.53 0.85
H 3.02 1.85 0.49
H 1.64 2.09 -0.50

***

(13)
A gas-phase ion, CH7N4S (charge +1). Source: the OMol25 dataset; level of theory: the ωB97M-V functional and the def2-TZVPD basis.

Values from the calculation:
HOMO level, eV: -14.04
SMILES: [H]/N=C(/[NH3+])N(N)S
Energy relative to the best compared isomer or geometry (same formula, charge and spin), kcal per mole: 34.21
M, g/mol: 107.162
Charge: +1

Element x y z (Å)
C -0.23 -0.84 0.11
N -0.01 -2.06 0.33
N -1.59 -0.30 0.19
N 0.66 0.18 -0.23
N 0.18 1.49 -0.03
S 2.38 0.03 0.01
H 0.93 -2.34 0.16
H -2.38 -0.82 -0.34
H -1.95 -0.28 1.09
H 0.61 2.02 -0.70
H 0.41 1.90 0.94
H -1.49 0.75 -0.22
H 2.49 0.28 -1.31

***

(14)
2 unconnected molecules or ions with the total composition CH7N4S. Source: the OMol25 dataset; level of theory: the ωB97M-V functional and the def2-TZVPD basis.

Values from the calculation:
HOMO level (spin up / spin down), eV: -12.28 / -12.26
Energy relative to the best compared isomer or geometry (same formula, charge and spin), kcal per mole: 55.17
M, g/mol: 107.162
Charge: +1

Element x y z (Å)
C -1.16 -0.03 -0.91
N -1.58 0.18 0.53
N 2.15 0.39 0.44
N -0.18 -0.86 -0.96
N 1.08 -0.20 0.81
S -2.00 0.82 -2.05
H -2.21 -0.57 0.84
H -0.67 0.12 1.06
H 3.03 -0.09 0.24
H 2.10 1.38 0.26
H 0.25 -1.01 -1.87
H -2.05 1.08 0.65
H 1.22 -1.21 0.97

***

(15)
A single CH7N5 molecule. Source: the OMol25 dataset; level of theory: the ωB97M-V functional and the def2-TZVPD basis.

Values from the calculation:
HOMO level, eV: -9.03
SMILES: N=C(NN)NN
Energy relative to the best compared isomer or geometry (same formula, charge and spin), kcal per mole: 4.30
M, g/mol: 89.102

Element x y z (Å)
C -0.15 0.04 -0.20
H 2.21 1.98 0.56
H 2.73 0.40 0.44
H 0.68 0.14 1.61
H 0.86 0.25 -1.82
H -1.56 0.02 1.21
H -2.15 -0.72 -1.13
H -1.87 -2.10 -0.34
N 1.98 1.07 0.19
N 0.74 0.61 0.68
N -0.09 -0.04 -1.48
N -1.21 -0.52 0.49
N -2.17 -1.13 -0.21

***

(16)
2 unconnected molecules or ions with the total composition CH7N5. Source: the OMol25 dataset; level of theory: the ωB97M-V functional and the def2-TZVPD basis.

Values from the calculation:
HOMO level, eV: -19.20
Energy relative to the best compared isomer or geometry (same formula, charge and spin), kcal per mole: 21.77
M, g/mol: 89.102
Charge: +2

Element x y z (Å)
C -1.41 0.81 -0.33
N -2.34 0.20 0.39
N -0.13 0.79 -0.34
N 3.43 -0.40 0.13
N -3.05 -0.79 0.27
N 2.36 0.18 0.29
H -2.08 1.39 -1.03
H 0.25 1.52 -0.87
H 4.14 -0.06 -0.64
H 3.89 -1.24 0.60
H -3.80 -0.76 0.96
H -3.15 -1.47 -0.50
H 1.89 -0.19 1.08

***

(17)
2 unconnected molecules or ions with the total composition CH7NO. Source: the OMol25 dataset; level of theory: the ωB97M-V functional and the def2-TZVPD basis.

Values from the calculation:
HOMO level, eV: -9.35
SMILES: CN.O
Energy relative to the best compared isomer or geometry (same formula, charge and spin), kcal per mole: 45.34
M, g/mol: 49.073

Element x y z (Å)
C -1.24 -0.54 0.00
H -0.33 1.21 -0.70
H -0.26 1.17 1.03
H -1.63 -1.13 1.05
H -2.29 -0.25 -0.58
H -0.49 -1.33 -0.45
H 1.47 0.14 -0.44
H 2.80 0.45 -0.05
N -0.29 0.64 0.08
O 2.27 -0.38 0.08

***

(18)
2 unconnected molecules or ions with the total composition CH7NO. Source: the OMol25 dataset; level of theory: the ωB97M-V functional and the def2-TZVPD basis.

Values from the calculation:
HOMO level, eV: -9.09
SMILES: CN.O
Energy relative to the best compared isomer or geometry (same formula, charge and spin), kcal per mole: 12.15
M, g/mol: 49.073

Element x y z (Å)
C 1.21 -0.49 0.04
H -2.22 -0.81 -0.41
H -2.42 0.71 -0.42
H 1.16 -1.14 -0.90
H 2.24 -0.51 0.31
H 0.63 -1.01 0.86
H -0.16 0.91 -0.44
H 0.79 1.37 0.89
N 0.81 0.96 -0.10
O -2.05 0.01 0.17

***

(19)
3 unconnected molecules or ions with the total composition CH7NO2. Source: the OMol25 dataset; level of theory: the ωB97M-V functional and the def2-TZVPD basis.

Values from the calculation:
HOMO level, eV: -10.27
SMILES: C=N.O.O
Energy relative to the best compared isomer or geometry (same formula, charge and spin), kcal per mole: 40.22
M, g/mol: 65.072

Element x y z (Å)
C -0.19 -1.39 1.32
N 0.16 -1.20 0.14
H -0.70 -0.59 1.88
H -0.10 -2.22 2.17
H 0.67 -1.89 -0.41
H 0.76 0.69 -1.39
H 1.39 0.13 -2.43
O 1.24 1.11 -2.04
H -1.53 2.41 0.12
H -0.66 1.24 -0.02
O -1.02 1.70 0.66

***

(20)
3 unconnected molecules or ions with the total composition CH7NO3. Source: the OMol25 dataset; level of theory: the ωB97M-V functional and the def2-TZVPD basis.

Values from the calculation:
HOMO level, eV: -10.11
SMILES: NC=O.O.O
Energy relative to the best compared isomer or geometry (same formula, charge and spin), kcal per mole: 8.33
M, g/mol: 81.071

Element x y z (Å)
C -0.37 -1.58 0.29
N -1.57 -1.76 -0.27
O -0.20 -1.33 1.45
H 0.50 -1.64 -0.38
H -1.65 -1.50 -1.29
H -2.49 -1.52 0.16
H 1.32 0.88 0.95
H 1.10 2.04 1.87
O 1.50 1.84 1.01
H 0.95 1.57 -0.51
H 0.24 1.84 -1.93
O 0.68 1.16 -1.36

***

| no. | E_tot (hartree) |
| --- | --- |
| 1 | -227.0263 |
| 2 | -227.0380 |
| 3 | -643.6205 |
| 4 | -377.1983 |
| 5 | -966.5666 |
| 6 | -891.2443 |
| 7 | -1346.0878 |
| 8 | -281.7271 |
| 9 | -281.8197 |
| 10 | -281.6568 |
| 11 | -260.9441 |
| 12 | -677.0381 |
| 13 | -659.1848 |
| 14 | -659.1514 |
| 15 | -316.0181 |
| 16 | -315.2348 |
| 17 | -172.2059 |
| 18 | -172.2588 |
| 19 | -247.4552 |
| 20 | -322.7754 |